2 unconnected molecules or ions with the total composition C2H2O3S at a distorted geometry. Source: the OMol25 dataset; level of theory: ωB97M-V/def2-TZVPD.

Geometry as XYZ:
```
8
Properties=species:S:1:pos:R:3:forces:R:3
C 0.813725 -1.548280 -0.139635 1.57 -2.04 -0.15
C 0.225549 -0.440548 0.176075 -1.56 0.25 -0.02
O 2.963934 0.677747 -1.152634 0.61 -0.70 0.38
O 1.327170 -2.582134 -0.395904 -0.93 1.92 0.30
O 3.077945 1.335521 1.169454 0.64 -1.13 -0.33
S 3.472428 0.370824 0.160453 -1.03 1.89 -0.06
H 0.526565 0.493609 0.603457 0.82 -0.07 0.00
H -0.848393 -0.495980 0.039884 -0.12 -0.12 -0.11
```
Positions in Å, forces in eV/Å.

For the HOMO-LUMO gap, the calculation gives 8.13 eV. The energy relative to the best compared isomer or geometry (same formula, charge and spin) comes out at 49.61 kcal per mole. The value obtained for the HOMO energy is -9.64 eV. As for the charge: 0. As for the total energy: -701.26135 a.u.

Atomic partial charges in e from the Löwdin method, atoms 1 to 6: C -0.30; C 0.00; O -0.42; O 0.14; O -0.43; S 0.89